No. 1
{
  "formula": "C5H10O2S",
  "method": "ωB97M-V with the def2-TZVPD basis set",
  "lumo_energy_ev": [-8.19, -8.20],
  "charge": 1,
  "e_homo_ev": [-13.5, -13.1],
  "e_above_lowest_kj_mol": 301.90,
  "spin_multiplicity": 2,
  "elements": ["O", "C", "O", "C", "C", "C", "S", "C", "H", "H", "H", "H", "H", "H", "H", "H", "H", "H"],
  "coordinates": [[-1.501169, 1.310060, -0.440842], [-2.291425, 0.375709, -0.948806], [-3.411131, 0.600593, -1.285051], [-1.773134, -1.035105, -0.895886], [-0.657613, -1.476700, -0.179144], [-0.661672, -1.195457, 1.398516], [2.074161, 0.557135, 0.027758], [3.237576, 1.908475, -0.082304], [-0.588756, 0.983651, -0.357906], [-2.517469, -1.783163, -1.153594], [-1.213149, -0.263323, 1.550564], [-0.503954, -2.541204, -0.371241], [0.275226, -1.002857, -0.542455], [0.351013, -1.007971, 1.723193], [-1.253449, -1.941137, 1.893541], [4.171675, 1.489595, -0.458310], [3.408980, 2.358446, 0.891782], [2.854284, 2.663256, -0.769820]],
  "forces_ev_per_a": [[0.37, -0.22, -0.28], [0.43, 0.93, 0.20], [-0.42, -0.63, -0.20], [-1.37, -0.09, 1.15], [1.61, -1.47, -0.45], [-1.15, 1.61, -0.63], [-0.07, 0.04, 0.27], [-0.13, 0.00, -0.81], [0.37, 0.39, 0.16], [-0.05, 0.08, -0.75], [0.18, 0.02, 0.14], [-0.14, 0.00, 0.28], [-0.23, 0.51, 0.08], [0.19, -0.56, 0.10], [0.30, -0.66, 0.21], [0.05, 0.13, 0.15], [-0.05, -0.11, 0.23], [0.11, 0.01, 0.16]],
  "nbo_charge": [-0.615, 0.637, -0.382, 0.345, -0.621, -0.521, 0.063, -0.783, 0.499, 0.249, 0.230, 0.278, 0.331, 0.266, 0.255, 0.254, 0.271, 0.241]
}

No. 2
{
  "formula": "C9H13FN2O2",
  "method": "ωB97M-V with the def2-TZVPD basis set",
  "lumo_energy_ev": [0.11, 0.10],
  "charge": 0,
  "smiles": "CO/C=C1/C=CC=[N+]([O-])C1.[H]/N=C(/C)F",
  "e_homo_ev": [-7.2, -7.2],
  "e_above_lowest_kj_mol": 295.24,
  "elements": ["C", "O", "C", "C", "C", "C", "C", "N", "O", "C", "H", "H", "H", "H", "H", "H", "H", "H", "H", "H", "N", "C", "C", "F", "H", "H", "H"],
  "coordinates": [[-1.662226, 2.936593, 0.104255], [-0.370677, 2.308982, 0.190012], [-0.104182, 1.134167, -0.444971], [1.093035, 0.484123, -0.256690], [1.317717, -0.752530, -1.000474], [2.534807, -1.369178, -0.783023], [3.562684, -0.954690, 0.081569], [3.303809, 0.153924, 0.728089], [4.161484, 0.742244, 1.383741], [2.001514, 0.894560, 0.780008], [-2.346386, 2.076953, 0.233847], [-1.834078, 3.455113, -0.930699], [-1.788130, 3.589366, 0.902327], [-0.876134, 0.889015, -1.198519], [0.691007, -1.198191, -1.839845], [2.816482, -2.416105, -1.277784], [4.533056, -1.397601, 0.099413], [2.388882, 1.863450, 0.727250], [1.536495, 0.673184, 1.792525], [-1.722165, -1.826954, 2.221511], [-1.928669, -2.278385, 1.359126], [-2.545785, -1.490155, 0.638855], [-2.881119, -1.788416, -0.746523], [-3.020288, -0.258962, 1.025704], [-3.614852, -1.171588, -1.239828], [-3.136717, -2.743380, -1.081817], [-2.109573, -1.555548, -1.468071]],
  "forces_ev_per_a": [[-0.10, -2.50, -3.20], [0.85, 0.59, 0.60], [0.41, 0.59, -0.45], [-4.25, -0.15, -2.40], [2.15, -1.33, -0.62], [-1.44, -3.53, -2.25], [-1.66, 1.43, 0.08], [0.45, -0.65, 0.08], [1.70, 1.08, 1.53], [0.55, -2.23, 1.60], [-0.38, 0.79, -0.25], [0.39, -0.88, 1.88], [0.12, 1.26, 1.28], [0.65, -0.41, 0.40], [0.46, 1.04, 1.56], [-1.05, 2.48, 0.69], [0.40, 0.12, 0.31], [-0.13, 1.79, 0.06], [0.83, 0.47, -0.91], [0.20, 0.15, 1.31], [0.45, -0.08, 0.11], [-0.84, -0.05, -0.77], [-0.25, 1.66, -2.53], [0.52, -0.39, 0.08], [-0.92, 0.57, 0.75], [-0.35, -1.99, 0.66], [1.23, 0.16, 0.39]],
  "nbo_charge": [-0.242, -0.525, 0.187, -0.173, -0.221, -0.239, -0.087, 0.180, -0.506, -0.265, 0.188, 0.178, 0.200, 0.172, 0.233, 0.215, 0.228, 0.248, 0.230, 0.354, -0.639, 0.650, -0.735, -0.356, 0.233, 0.252, 0.242]
}

No. 3
{
  "formula": "C4H6N2O",
  "method": "ωB97M-V with the def2-TZVPD basis set",
  "lumo_energy_ev": 0.78,
  "charge": 0,
  "e_homo_ev": -7.8,
  "e_above_lowest_kj_mol": 486.61,
  "elements": ["C", "C", "C", "C", "O", "N", "N", "H", "H", "H", "H", "H", "H"],
  "coordinates": [[-2.087438, -0.022576, -0.143907], [-0.675786, -0.263549, -0.212905], [0.446918, -0.594690, -0.913397], [1.526737, -0.030867, -0.148606], [2.778175, 0.010264, -0.615044], [1.208914, 0.515431, 1.001913], [-0.190905, 0.266503, 1.055617], [-1.321009, 0.743580, 1.197042], [-2.790807, -0.716916, -0.607459], [-2.336322, 1.015017, -0.384440], [0.519010, -0.950647, -1.930183], [3.317169, 0.518175, 0.009812], [-0.334589, -0.460761, 1.759788]],
  "forces_ev_per_a": [[-0.10, -0.17, -0.16], [0.03, 0.01, 0.10], [-0.12, 0.06, -0.05], [-0.19, 0.04, 0.08], [0.01, 0.04, 0.08], [0.11, 0.03, -0.21], [-0.27, -0.01, 0.08], [0.29, -0.07, -0.16], [0.22, 0.14, 0.10], [0.15, -0.07, 0.11], [0.00, 0.06, 0.16], [-0.07, -0.07, -0.02], [-0.04, 0.02, -0.10]],
  "nbo_charge": [-0.813, 0.225, -0.420, 0.515, -0.646, -0.411, -0.474, 0.410, 0.224, 0.232, 0.246, 0.497, 0.416]
}

No. 4
{
  "formula": "C3H9N2O",
  "method": "ωB97M-V with the def2-TZVPD basis set",
  "lumo_energy_ev": -3.23,
  "charge": 1,
  "smiles": "C[C@@]1([NH3+])O[C@@H]1N",
  "e_homo_ev": -14.1,
  "e_above_lowest_kj_mol": 326.95,
  "elements": ["C", "C", "N", "O", "C", "N", "H", "H", "H", "H", "H", "H", "H", "H", "H"],
  "coordinates": [[-1.807674, 0.764730, 0.113379], [-0.410304, 0.288983, -0.188538], [-0.160507, -1.065837, -0.680555], [0.367150, 1.238843, -0.936834], [1.104997, 0.884453, 0.220715], [2.078684, -0.144479, 0.104685], [-2.447724, -0.030074, -0.160903], [-2.011477, 1.680102, -0.361249], [-1.936762, 1.068937, 1.241240], [-0.766413, -1.877087, -0.420419], [1.026061, -1.158816, -0.425523], [-0.230837, -0.893332, -1.682491], [1.011216, 1.452933, 1.226794], [2.552635, -0.007717, -0.838020], [2.719007, -0.211787, 0.933674]],
  "forces_ev_per_a": [[1.30, -0.07, 3.55], [2.43, 2.13, 1.20], [1.09, -0.03, -0.93], [1.04, -0.99, 0.45], [-4.52, -0.72, 2.54], [0.98, 0.59, -1.65], [-1.25, -0.46, -0.09], [-0.24, 0.88, -1.20], [0.19, -1.08, -1.95], [0.53, 1.17, 0.11], [-1.63, 0.05, 0.23], [0.11, -0.94, -0.40], [0.61, -0.34, -2.31], [0.03, -0.27, 1.84], [-0.66, 0.09, -1.39]],
  "nbo_charge": [-0.659, 0.321, -0.772, -0.457, 0.215, -0.856, 0.229, 0.263, 0.255, 0.458, 0.455, 0.435, 0.237, 0.428, 0.448]
}

| no. | calculated total energy (eV) |
| --- | --- |
| 1 | -20266.0071 |
| 2 | -19331.4385 |
| 3 | -9268.4585 |
| 4 | -8275.6853 |